Entry 1:
{"formula": "C39H57BrN10SeSr", "method": "ωB97M-V/def2-TZVPD", "symbols": ["N", "H", "C", "H", "H", "H", "Sr", "H", "H", "C", "H", "H", "C", "C", "H", "H", "C", "H", "N", "H", "H", "C", "N", "H", "H", "C", "H", "N", "C", "C", "H", "C", "H", "H", "H", "H", "H", "H", "C", "C", "H", "N", "N", "N", "C", "C", "C", "H", "C", "H", "C", "H", "H", "H", "C", "H", "H", "C", "H", "C", "H", "H", "N", "C", "C", "N", "H", "C", "H", "H", "C", "C", "H", "C", "H", "C", "H", "C", "H", "H", "H", "H", "H", "C", "C", "C", "H", "C", "H", "C", "H", "H", "C", "C", "H", "C", "H", "H", "N", "C", "Se", "C", "Br", "H", "H", "H", "H", "C", "H"], "positions_angstrom": [[-0.70, -1.94, 0.97], [-3.12, -0.57, -1.31], [2.29, 5.16, -1.30], [-0.26, 2.61, -3.94], [-0.85, -6.90, -0.89], [0.11, 0.54, -2.57], [0.85, 0.69, 0.94], [3.31, 1.04, 5.55], [2.66, 6.08, -1.72], [-1.79, -2.14, 1.91], [-3.14, -3.46, 2.91], [1.76, -1.52, -3.19], [3.18, 1.57, -1.16], [0.38, -2.33, -1.10], [-4.93, 2.40, -4.92], [-0.05, 2.23, 3.45], [2.46, 2.79, -0.95], [-2.89, 3.45, 6.43], [1.35, 2.78, -0.21], [2.18, -0.91, 5.09], [1.29, -1.47, 3.00], [3.68, -3.09, -0.36], [2.63, 2.26, 2.46], [-0.17, 3.87, 0.61], [-3.33, -1.87, 0.43], [-1.05, 2.49, 3.75], [1.85, 2.66, 4.36], [-1.89, 2.15, 1.50], [0.16, -6.56, -0.68], [-2.68, 3.20, 5.40], [2.36, -3.13, -3.63], [-0.25, -2.84, 0.07], [-0.31, 0.23, -4.26], [2.46, 3.21, 2.13], [-3.75, 1.56, -2.95], [-0.62, -2.08, 3.74], [-1.50, -1.33, -2.86], [3.38, -3.93, 0.24], [-2.06, 2.48, 2.78], [-3.43, 1.28, -3.96], [0.46, -1.25, -1.17], [-4.62, 1.42, -4.87], [2.81, 0.44, -0.66], [-2.42, 0.11, -1.59], [-2.30, -3.56, 2.23], [-1.08, 2.07, -3.46], [-0.69, 0.60, -3.31], [0.63, 6.06, -0.27], [1.16, 5.14, -0.50], [-3.80, -0.84, -3.66], [1.48, -2.55, -3.35], [3.83, 3.93, -2.15], [-2.27, -1.50, 3.93], [0.78, -2.60, -4.19], [3.10, -1.85, -0.16], [-2.65, -4.07, 1.34], [2.85, -1.06, 2.77], [-1.41, -1.50, 3.26], [3.53, 1.99, 2.06], [2.00, -0.12, 4.35], [4.77, -0.10, -2.55], [-2.64, 3.23, -4.45], [-4.27, 2.83, 2.13], [-2.98, -0.17, -3.94], [5.02, -2.16, -2.14], [1.93, -0.68, 2.99], [-4.36, 1.12, -5.82], [-3.69, 3.23, 4.48], [-1.08, -0.47, 3.10], [-2.59, -0.48, -4.91], [-2.31, 2.19, -4.42], [-3.02, -1.39, 1.35], [4.02, 0.54, 4.02], [2.78, 2.30, 3.92], [-2.76, -0.35, 1.17], [3.11, 0.92, 4.49], [4.09, 1.67, -1.75], [4.63, -3.24, -1.36], [3.57, 2.99, 4.23], [-0.60, 2.85, 5.80], [1.14, -5.16, -2.77], [-3.84, -1.44, 2.06], [-1.68, 0.07, -0.89], [-1.36, 2.84, 5.04], [0.86, -3.13, -2.11], [-0.27, -4.26, 0.16], [0.83, -7.06, -1.37], [2.95, 3.97, -1.54], [-5.41, 0.84, -4.55], [0.77, -4.52, -1.99], [-4.70, 3.52, 4.74], [2.33, -1.72, 0.59], [0.23, -5.08, -0.83], [3.48, -0.74, -0.92], [-1.99, 1.90, -5.42], [-3.41, 2.87, 3.14], [-0.62, -4.75, 1.05], [-1.94, 2.13, -1.62], [-1.27, 2.66, -2.16], [-1.86, -0.29, -2.89], [-3.46, 2.31, 0.69], [4.46, -0.92, -1.91], [5.39, -4.95, -1.67], [5.76, -2.28, -2.91], [-1.55, 3.63, -2.22], [0.41, -6.88, 0.33], [1.03, 0.33, 4.58], [0.72, 3.93, 0.00], [-1.54, -4.16, 2.73]], "nbo_charge": [-0.8452, 0.3903, -0.1422, 0.2098, 0.2236, 0.2208, 1.7998, 0.2386, 0.2443, 0.1255, 0.2102, 0.1908, 0.0712, -0.3673, 0.4453, 0.1847, 0.1998, 0.2400, -0.5753, 0.2019, 0.4025, -0.2271, -0.9067, 0.2173, 0.1946, -0.1978, 0.1875, -0.7595, -0.6340, -0.1929, 0.2279, 0.2013, 0.2307, 0.3739, 0.2444, 0.1991, 0.2345, 0.2509, 0.1000, -0.0614, 0.1351, -0.6681, -0.5013, -0.8915, -0.6311, -0.0280, -0.4218, 0.2423, -0.2256, 0.2211, -0.6515, 0.2365, 0.2156, 0.2126, -0.1535, 0.2193, 0.3758, -0.5924, 0.3734, -0.2219, 0.2067, 0.2172, -0.5877, -0.4282, -0.2477, -0.9300, 0.4426, -0.1749, 0.1616, 0.2243, -0.4493, -0.6142, 0.2027, -0.2149, 0.1776, -0.4200, 0.1916, -0.0480, 0.1974, 0.2297, 0.2063, 0.2069, 0.3782, -0.1715, 0.1067, -0.3471, 0.2177, -0.2216, 0.4475, -0.3481, 0.2471, 0.2106, 0.0544, 0.0319, 0.2189, 0.0949, 0.2092, 0.3772, -0.8729, -0.0551, 1.0204, -0.1530, 0.1226, 0.2437, 0.3645, 0.2188, 0.1915, 0.0584, 0.2086], "de_lowest_kcal_mol": 0.0, "energy_ha": -7073.61297, "multiplicity": 1, "homo_ev": -9.78, "largest_force_ev_per_a": 2.56, "total_charge": 2}

Entry 2:
{"formula": "C16H28F12InN6O12S4", "method": "ωB97M-V/def2-TZVPD", "symbols": ["H", "H", "C", "H", "O", "F", "O", "H", "N", "H", "C", "C", "S", "C", "H", "F", "F", "H", "H", "F", "C", "H", "O", "C", "H", "H", "S", "H", "H", "H", "C", "N", "F", "C", "C", "F", "F", "N", "H", "H", "H", "O", "N", "H", "H", "F", "N", "O", "O", "F", "S", "In", "H", "H", "O", "H", "S", "O", "C", "O", "F", "H", "F", "O", "H", "F", "H", "C", "C", "C", "H", "C", "C", "O", "H", "H", "N", "C", "O"], "positions_angstrom": [[18.38, 15.38, 16.58], [21.57, 6.81, 22.41], [19.55, 7.61, 16.52], [20.16, 15.53, 17.13], [23.56, 11.09, 23.60], [20.21, 15.68, 22.86], [21.17, 6.40, 18.43], [23.37, 10.46, 17.09], [24.07, 7.92, 20.49], [18.18, 14.66, 21.94], [24.50, 11.60, 20.98], [25.17, 7.03, 20.61], [23.42, 12.12, 22.58], [16.70, 7.62, 19.97], [24.34, 8.68, 19.88], [18.22, 7.66, 16.65], [23.76, 10.89, 20.16], [25.89, 7.26, 19.82], [22.56, 5.71, 21.45], [16.01, 7.87, 18.87], [21.40, 9.17, 24.77], [17.46, 8.25, 25.03], [19.78, 12.84, 23.21], [22.80, 14.37, 18.29], [24.07, 13.29, 16.58], [19.57, 8.48, 25.69], [21.23, 13.21, 23.14], [21.89, 14.91, 18.56], [23.46, 14.30, 19.15], [23.07, 11.07, 15.55], [22.90, 7.86, 21.10], [21.83, 12.30, 22.00], [21.20, 14.97, 21.12], [23.67, 11.28, 16.44], [17.67, 8.58, 24.01], [20.04, 8.60, 15.74], [25.62, 10.99, 21.32], [19.97, 8.90, 24.87], [19.36, 14.08, 17.20], [21.95, 8.54, 25.46], [21.43, 10.23, 25.02], [18.80, 6.20, 20.83], [18.62, 15.45, 18.69], [24.73, 11.24, 16.23], [17.65, 7.76, 23.29], [16.06, 6.70, 20.64], [23.44, 12.58, 16.95], [21.43, 8.82, 18.20], [18.13, 5.90, 18.45], [16.87, 8.73, 20.69], [20.49, 7.68, 18.24], [20.06, 10.78, 20.21], [21.75, 9.18, 23.74], [24.85, 6.00, 20.45], [24.04, 13.40, 22.97], [18.17, 16.33, 18.88], [18.41, 6.87, 19.56], [19.38, 9.59, 22.76], [19.09, 9.10, 23.85], [18.96, 13.49, 19.73], [22.55, 15.64, 22.62], [23.26, 6.53, 22.82], [24.80, 12.69, 20.34], [21.85, 13.31, 24.43], [18.06, 16.22, 21.17], [19.81, 6.47, 15.91], [25.71, 7.01, 21.55], [22.56, 6.65, 21.99], [18.50, 14.62, 19.70], [17.85, 15.15, 21.03], [16.98, 9.39, 23.78], [21.32, 15.01, 22.43], [22.53, 12.99, 17.83], [21.57, 12.38, 18.31], [16.77, 15.08, 21.09], [23.27, 14.89, 17.45], [19.24, 8.17, 19.34], [19.15, 15.15, 17.31], [22.14, 8.83, 21.05]], "mulliken_charge": [0.3681, 0.2115, 0.6138, 0.3071, -0.5657, -0.1952, -0.5694, 0.0703, 0.1806, 0.1757, 0.4845, -1.1551, 0.7040, 0.5892, 0.2162, -0.1654, -0.1863, 0.3813, 0.4748, -0.2268, -0.5912, 0.4451, -0.5744, -0.8019, 0.2609, 0.2453, 0.6654, -0.0740, 0.1763, 0.3386, 0.5724, -0.0484, -0.1933, -0.7442, -1.0354, -0.1904, -0.2218, -0.0949, 0.2099, 0.3669, 0.3828, -0.6088, -0.1628, 0.3709, 0.1484, -0.2115, -0.1619, -0.4798, -0.5414, -0.1450, 0.6943, 2.1193, -0.1408, 0.3688, -0.5088, 0.2312, 0.7465, -0.4501, 0.5194, -0.5314, -0.2316, 0.4394, -0.2360, -0.5076, 0.4454, -0.2075, 0.3194, -1.4962, 0.7026, -1.2894, 0.2675, 0.4817, 0.6710, -0.5090, 0.4083, 0.4457, -0.0639, -0.7984, 0.0949], "de_lowest_kcal_mol": 71.9, "energy_ha": -4838.63834, "multiplicity": 1, "homo_ev": -12.44, "largest_force_ev_per_a": 7.44, "total_charge": 1}

Entry 3:
{"formula": "C17H19N4O9", "method": "ωB97M-V/def2-TZVPD", "symbols": ["C", "H", "H", "O", "C", "C", "C", "H", "N", "N", "N", "C", "H", "O", "O", "H", "C", "H", "N", "O", "O", "H", "C", "H", "H", "H", "O", "C", "H", "H", "C", "C", "O", "C", "H", "C", "H", "C", "H", "C", "H", "H", "O", "H", "C", "O", "C", "C", "H"], "positions_angstrom": [[1.40, -1.82, 1.64], [1.84, 0.03, 2.61], [-1.33, 0.55, 3.95], [1.49, -0.22, -0.02], [1.09, 0.51, -1.71], [2.39, 0.24, -2.31], [-3.55, -0.44, -1.72], [0.90, -2.77, 1.83], [2.64, -1.16, -2.56], [1.21, 4.14, -1.52], [-0.40, 2.52, -1.24], [3.38, 1.22, -2.37], [-0.45, 0.69, 2.43], [-1.07, -0.69, -2.02], [4.10, 4.59, -1.31], [-5.64, -0.56, -2.10], [-1.46, -0.86, -0.83], [-2.36, -2.34, 0.99], [4.25, 3.45, -1.79], [-2.75, -0.76, -0.56], [1.67, -1.95, -2.62], [-2.51, -1.41, 3.26], [-4.95, -0.75, -1.28], [2.35, -1.40, 3.49], [-0.91, -2.65, 1.94], [0.24, -0.21, -1.92], [5.37, 3.04, -2.19], [0.70, -1.06, 0.52], [0.57, -0.39, 4.71], [4.39, 0.95, -2.69], [-0.67, -1.20, 0.32], [1.53, -0.98, 2.90], [-0.12, 3.90, -1.29], [-1.48, -1.85, 1.43], [-2.70, -0.17, 2.02], [-0.86, -0.04, 3.14], [-3.40, 0.61, -1.96], [0.81, 1.89, -1.50], [2.41, -2.05, 1.26], [-1.96, -0.85, 2.49], [-0.09, -1.87, 4.04], [-3.25, -1.07, -2.57], [-1.55, 2.13, -1.04], [-5.24, -0.15, -0.42], [3.14, 2.53, -1.92], [3.83, -1.54, -2.70], [1.77, 2.90, -1.62], [0.27, -0.87, 3.77], [-5.03, -1.81, -0.99]], "nbo_charge": [-0.4683, 0.2106, 0.1987, -0.6098, -0.0127, -0.0363, -0.0758, 0.2024, 0.5024, -0.1095, 0.4125, -0.0874, 0.2109, -0.6746, -0.4057, 0.2031, 0.8033, 0.2134, 0.5159, -0.5166, -0.4106, 0.1814, -0.6213, 0.1971, 0.1919, 0.3322, -0.4505, 0.5293, 0.2003, 0.2704, -0.3890, -0.3837, -0.1649, -0.3877, 0.2105, -0.4091, 0.2016, 0.0183, 0.2327, -0.3913, 0.1890, 0.2005, -0.4123, 0.2090, -0.1174, -0.4324, 0.1253, -0.4026, 0.2065], "energy_ha": -1555.08591, "multiplicity": 1, "homo_ev": -4.98, "largest_force_ev_per_a": 2.75, "total_charge": -1}

Entry 4:
{"formula": "C2H8N4", "method": "ωB97M-V/def2-TZVPD", "symbols": ["C", "H", "N", "H", "H", "H", "H", "N", "H", "N", "H", "H", "C", "N"], "positions_angstrom": [[1.80, 0.64, -0.31], [4.49, -0.67, -0.87], [-0.50, 0.27, -0.08], [-4.53, 0.60, 0.78], [-3.55, -0.66, 0.65], [4.34, -0.45, 1.04], [1.50, 1.60, -0.34], [-3.97, 0.02, 0.04], [0.97, -1.06, 0.27], [2.95, 0.23, -0.11], [-4.70, -0.40, -0.46], [-3.34, 0.54, -0.58], [3.97, -0.44, 0.02], [0.58, -0.21, -0.05]], "nbo_charge": [0.3138, 0.2699, -0.1187, 0.4764, 0.4558, 0.2703, 0.2448, -0.8630, 0.3599, -0.2398, 0.4535, 0.4756, 0.1210, -0.2197], "de_lowest_kcal_mol": 92.3, "energy_ha": -299.23749, "multiplicity": 1, "homo_ev": -17.14, "largest_force_ev_per_a": 3.64, "total_charge": 2}

- Number 1 is which compound?
  C39H57BrN10SeSr